# 1
{"formula": "C42H60BrF7NO28PSi2", "method": "ωB97M-V/def2-TZVPD", "elements": ["C", "C", "C", "C", "C", "C", "O", "C", "O", "O", "C", "O", "C", "C", "C", "O", "Si", "C", "C", "C", "P", "O", "Br", "C", "C", "N", "C", "C", "O", "Si", "C", "C", "C", "H", "H", "H", "H", "H", "H", "H", "H", "H", "H", "H", "H", "H", "H", "H", "H", "H", "H", "H", "H", "H", "H", "H", "H", "H", "H", "H", "H", "H", "H", "H", "H", "H", "H", "H", "H", "H", "H", "H", "O", "C", "O", "C", "C", "F", "O", "H", "H", "H", "O", "C", "O", "C", "C", "F", "O", "H", "H", "H", "O", "C", "O", "C", "C", "F", "O", "H", "H", "H", "O", "C", "O", "C", "C", "F", "O", "H", "H", "H", "O", "C", "O", "C", "C", "F", "O", "H", "H", "H", "O", "C", "O", "C", "C", "F", "O", "H", "H", "H", "O", "C", "O", "C", "C", "F", "O", "H", "H", "H"], "positions_angstrom": [[0.5754, -0.9445, 3.0953], [-0.3517, -1.8911, 3.0175], [-1.3273, -3.1423, 2.8247], [-1.2659, -3.8631, 1.3794], [0.2216, -4.4724, 1.2783], [1.3516, -3.5182, 0.6427], [2.6586, -3.9283, 1.1698], [3.2175, -4.9404, 0.2983], [2.7555, -6.1333, 0.1958], [-2.0599, -5.0914, 1.6761], [-2.4358, -5.7225, 0.4448], [-2.8114, -6.9347, 0.3997], [-2.3310, -4.6012, -0.7626], [-1.1946, -5.2676, -1.6931], [-1.2173, -4.8308, -3.2554], [0.0538, -5.1736, -3.8689], [0.8275, -3.8375, -4.6590], [-0.3357, -2.6101, -5.5577], [2.0515, -2.8396, -3.5468], [1.9417, -4.6247, -6.0556], [-4.0097, -4.8757, -1.6117], [-3.8859, -6.4477, -2.3725], [-4.4113, -3.3955, -3.2847], [-2.0326, -3.2561, 0.1040], [-3.4870, -2.6000, 0.3565], [-3.5570, -1.4406, 1.2894], [-1.2967, -2.3054, -0.9617], [-0.9703, -0.8004, -0.4841], [0.0312, -0.2826, -1.4467], [-0.3676, 1.3269, -1.9717], [1.1323, 2.2449, -2.7770], [-1.7546, 1.2835, -3.3298], [-0.9334, 2.4289, -0.4925], [1.4853, -0.2231, 3.0816], [-2.4019, -2.8231, 3.1491], [-1.0113, -3.9372, 3.6212], [0.5702, -4.7142, 2.3682], [0.2880, -5.4984, 0.7240], [1.1368, -2.3917, 0.7375], [1.3853, -3.7381, -0.5064], [4.1527, -4.7130, -0.3639], [-0.1078, -5.1342, -1.3419], [-1.3893, -6.4203, -1.6840], [-1.5115, -3.7210, -3.3122], [-2.0402, -5.4073, -3.8543], [-0.8865, -3.1699, -6.3959], [0.3317, -1.7330, -5.9446], [-1.0313, -2.1488, -4.7548], [2.1437, -1.7765, -4.0218], [3.1218, -3.2987, -3.6500], [1.7243, -2.7666, -2.4384], [2.7281, -3.8339, -6.3375], [2.3758, -5.6462, -5.7540], [1.2270, -4.7400, -6.9734], [-4.3420, -7.0743, -1.7386], [-3.8894, -2.2022, -0.6677], [-4.1959, -3.4134, 0.8096], [-2.6548, -1.0953, 1.6332], [-4.2552, -1.5899, 2.0312], [-0.2957, -2.7161, -1.3864], [-2.0232, -2.2001, -1.8725], [-1.9338, -0.1654, -0.4587], [-0.4775, -0.7070, 0.5515], [0.6601, 2.9868, -3.5445], [1.8267, 1.5572, -3.3834], [1.7107, 2.9217, -2.0220], [-1.4600, 1.9502, -4.2402], [-1.8735, 0.1726, -3.6277], [-2.7095, 1.7269, -2.8361], [-0.2408, 2.2358, 0.4113], [-2.0169, 2.0915, -0.2402], [-0.8888, 3.5264, -0.8496], [-0.5172, 5.5182, -1.8892], [-0.6732, 6.2207, -0.9273], [-1.5282, 7.2835, -0.8860], [-1.5179, 7.7589, 0.4503], [-0.1997, 7.2693, 0.9550], [-0.2592, 6.9937, 2.2789], [-0.0125, 6.0586, 0.2535], [-2.3643, 7.3300, 0.9948], [-1.5970, 8.8473, 0.4802], [0.6377, 7.9444, 0.7536], [-0.2769, -0.9328, 6.2829], [-0.8212, -1.9028, 6.7353], [-0.3338, -2.6389, 7.7760], [-1.3259, -3.6053, 8.0878], [-2.0849, -3.7117, 6.8048], [-3.3871, -3.9950, 7.0325], [-1.9979, -2.4085, 6.2668], [-1.9408, -3.2398, 8.9136], [-0.8715, -4.5531, 8.3824], [-1.6675, -4.4319, 6.0939], [-3.7315, -4.2831, 9.8595], [-3.9008, -3.5855, 10.8253], [-4.7693, -2.5363, 10.8676], [-4.7706, -2.0651, 12.2084], [-3.4474, -2.5379, 12.7148], [-3.5060, -2.8202, 14.0372], [-3.2412, -3.7437, 12.0079], [-5.6150, -2.5085, 12.7496], [-4.8650, -0.9779, 12.2423], [-2.6185, -1.8505, 12.5187], [3.2106, 1.8746, -6.2860], [3.8515, 2.6411, -5.6185], [4.7036, 3.5749, -6.1316], [5.1541, 4.3559, -5.0361], [4.9554, 3.4316, -3.8797], [4.6579, 4.1214, -2.7534], [3.8218, 2.6785, -4.2562], [4.5469, 5.2613, -4.9623], [6.1997, 4.6443, -5.1635], [5.7980, 2.7589, -3.6914], [4.6867, 7.2391, -5.6640], [5.2510, 7.2930, -6.7249], [4.8623, 6.6006, -7.8332], [5.6962, 7.0368, -8.8952], [6.8978, 7.5484, -8.1707], [7.4697, 8.5751, -8.8429], [6.3609, 8.0473, -6.9635], [5.1815, 7.8168, -9.4640], [5.9362, 6.2125, -9.5691], [7.6496, 6.7843, -7.9510], [6.8741, 8.3065, -12.0797], [7.1582, 9.4600, -12.2574], [8.2843, 9.8802, -12.9028], [8.1814, 11.2901, -13.0194], [7.2453, 11.6364, -11.9078], [6.4940, 12.7167, -12.2250], [6.3991, 10.5088, -11.8325], [7.7796, 11.5446, -14.0047], [9.1574, 11.7656, -12.9053], [7.7339, 11.7948, -10.9415], [-6.5170, -2.5872, 14.2541], [-7.0596, -3.5609, 14.7084], [-6.5706, -4.2921, 15.7498], [-7.5581, -5.2616, 16.0623], [-8.3148, -5.3731, 14.7793], [-9.6169, -5.6615, 15.0077], [-8.2322, -4.0706, 14.2397], [-8.1769, -4.8967, 16.8874], [-7.1001, -6.2070, 16.3590], [-7.8940, -6.0924, 14.0701]], "atomic_forces_ev_per_a": [[-4.53, -5.36, -0.77], [5.01, 4.31, -0.19], [0.01, 1.24, 1.27], [0.18, -0.95, 1.28], [1.15, 0.11, -0.01], [-1.24, -0.84, -1.59], [0.71, -1.29, -2.36], [-1.62, -4.27, -0.14], [1.83, 6.05, 0.76], [-0.49, -0.71, -2.71], [-1.20, -2.13, 0.99], [1.67, 5.59, 0.22], [1.56, -2.44, 0.77], [0.64, -0.96, -1.15], [-1.15, -0.43, 0.43], [-0.51, 2.29, -0.11], [1.25, -0.81, -0.71], [-0.01, 0.56, 0.63], [0.66, 0.49, 0.09], [-0.91, 0.18, -0.44], [-1.62, -1.83, 0.73], [-0.11, 1.68, 1.37], [0.73, -0.49, 0.06], [-0.40, -0.01, -2.40], [-0.53, -0.30, 0.69], [0.10, -0.40, -0.11], [0.50, 1.04, -0.10], [0.33, -0.29, -0.11], [-1.74, 1.25, 0.47], [0.65, 0.61, -0.42], [0.17, 0.62, -0.47], [-0.20, 0.07, 0.18], [-0.40, -0.50, 0.16], [-2.39, -1.65, 0.20], [1.96, -0.55, -0.91], [-0.43, 1.38, -1.65], [-0.74, 0.54, -1.97], [-0.46, 1.95, 0.94], [0.76, -1.84, 0.37], [-0.18, 0.53, 1.96], [-1.57, 0.36, 1.56], [-1.73, 0.04, -0.33], [0.35, 2.14, 0.07], [0.77, -1.52, -0.10], [1.36, 0.96, 1.31], [0.61, 1.19, 1.25], [-1.26, -1.67, 0.43], [0.74, -0.66, -1.61], [-0.28, -1.73, 1.08], [-1.97, 0.65, 0.45], [0.74, 0.11, -1.84], [-0.93, -1.42, 0.39], [-0.47, 1.68, -0.60], [1.44, -0.05, 1.49], [0.74, 1.08, -0.84], [0.75, -1.25, 1.66], [1.20, 1.32, -1.20], [-0.71, -0.31, -0.03], [0.96, 0.19, -0.47], [-1.80, 0.49, 0.93], [1.30, -0.26, 1.66], [1.38, -1.00, -0.15], [-0.89, -0.49, -1.38], [0.79, -1.25, 1.31], [-0.93, 1.12, 1.10], [-0.82, -1.46, -1.34], [-0.58, -1.37, 1.61], [-0.19, 1.88, 0.21], [1.38, -0.99, -1.10], [-1.17, 0.51, -1.32], [1.76, 0.92, -0.13], [-0.15, -1.85, 0.75], [-0.25, 0.90, 1.19], [0.02, -1.08, -1.68], [0.56, -0.54, -0.03], [-0.73, 0.82, 0.08], [0.18, -0.30, 0.71], [0.18, 0.05, 0.14], [-0.19, 0.56, -0.54], [0.24, -0.08, 0.12], [0.00, -0.14, -0.21], [0.01, -0.09, 0.17], [-0.74, -1.14, 0.70], [1.12, 1.75, -0.49], [-0.20, 0.38, -0.77], [0.33, -0.54, 0.91], [-0.93, -0.16, 0.05], [-0.02, -0.10, -0.31], [0.72, -0.20, 0.12], [-0.10, -0.11, -0.33], [0.09, 0.20, -0.04], [-0.17, -0.01, 0.00], [-0.24, 0.71, 1.28], [-0.30, -0.82, -1.46], [0.87, -0.76, -0.32], [-0.77, 0.66, 0.12], [0.05, -0.07, 0.72], [0.26, -0.01, 0.11], [-0.13, 0.42, -0.63], [0.74, 0.21, -0.41], [0.00, -0.13, -0.21], [0.05, -0.12, 0.19], [0.75, 0.96, 0.83], [-1.09, -1.03, -1.31], [-0.40, -0.69, 0.25], [0.46, 0.77, -0.18], [-0.21, 0.15, 0.65], [0.09, -0.08, 0.23], [0.70, 0.02, -0.71], [0.04, -0.25, 0.25], [-0.10, -0.13, -0.15], [-0.09, 0.05, 0.20], [0.67, 0.30, -1.30], [-1.19, -0.07, 1.24], [0.33, 0.40, 0.94], [-0.28, -0.48, -1.08], [0.39, 0.57, -0.29], [0.26, 0.07, 0.05], [-0.32, -0.72, 0.04], [0.26, 0.07, 0.08], [-0.16, 0.01, 0.19], [0.08, 0.19, -0.06], [0.30, 1.36, -0.22], [-0.32, -1.92, 0.06], [-0.63, -0.25, 0.47], [0.86, 0.38, -0.58], [-0.56, 0.57, 0.03], [-0.06, 0.15, 0.16], [0.73, -0.31, 0.00], [-0.16, 0.09, 0.20], [-0.04, -0.25, 0.01], [-0.15, 0.11, -0.04], [-1.22, -1.18, 1.29], [0.75, 1.31, -0.18], [-0.23, 0.52, -0.80], [0.30, -0.61, 0.89], [-0.82, -0.22, -0.08], [-0.08, -0.11, -0.15], [0.88, -0.05, 0.15], [-0.14, -0.04, -0.23], [0.14, 0.22, -0.07], [-0.19, 0.02, 0.00]], "total_charge": 0, "e_tot_ha": -7991.19083, "lumo_energy_ev": 0.314, "homo_lumo_gap_ev": 8.9, "smiles": "C#CC[C@@]1(CCOC=O)OC(=O)[C@@](CCO[Si](C)(C)C)(P(O)Br)[C@]1(CN)CCO[Si](C)(C)C.O=C1OC[C@@H](F)O1.O=C1OC[C@@H](F)O1.O=C1OC[C@@H](F)O1.O=C1OC[C@@H](F)O1.O=C1OC[C@@H](F)O1.O=C1OC[C@@H](F)O1.O=C1OC[C@@H](F)O1", "fmax_ev_per_a": 7.1}

# 2
{"formula": "C42H60N3O2Pd", "method": "ωB97M-V/def2-TZVPD", "elements": ["Pd", "C", "N", "C", "C", "C", "N", "C", "C", "C", "C", "C", "C", "C", "O", "C", "C", "C", "C", "C", "C", "C", "C", "C", "C", "C", "C", "C", "C", "C", "O", "C", "C", "C", "C", "C", "C", "C", "C", "H", "H", "H", "H", "H", "H", "H", "H", "H", "H", "H", "H", "H", "H", "H", "H", "H", "H", "H", "H", "H", "H", "H", "H", "H", "H", "H", "H", "H", "H", "H", "H", "H", "H", "H", "H", "H", "H", "H", "H", "H", "H", "H", "H", "H", "H", "H", "H", "H", "H", "H", "H", "H", "H", "C", "C", "C", "C", "C", "C", "C", "C", "N", "H", "H", "H", "H", "H", "H"], "positions_angstrom": [[0.5249, 1.6063, -1.1575], [1.4387, 4.7448, -1.5091], [0.2766, 4.0549, -0.9621], [-0.9371, 4.4297, -1.6809], [0.1435, 4.3038, 0.4765], [-0.4248, 3.1192, 1.2471], [0.3360, 1.8832, 1.0230], [-0.3652, 0.7189, 1.5718], [-1.7535, 0.3941, 1.0476], [-2.4726, -0.4625, 1.8823], [-3.7360, -0.9238, 1.5716], [-4.2922, -0.4474, 0.3781], [-3.6421, 0.4267, -0.4758], [-2.3060, 0.8393, -0.1738], [-1.6790, 1.6553, -0.9871], [-4.3681, 1.0512, -1.6749], [-5.7542, 0.4427, -1.9155], [-4.5678, 2.5459, -1.3765], [-3.5800, 0.8968, -2.9817], [-4.5557, -1.8341, 2.4871], [-4.9852, -3.1045, 1.7431], [-5.8164, -1.0859, 2.9489], [-3.7723, -2.2518, 3.7323], [1.6861, 1.9756, 1.6309], [2.6691, 0.9480, 1.1631], [3.0814, -0.0735, 2.0051], [4.0414, -0.9944, 1.6054], [4.5801, -0.8049, 0.3336], [4.2032, 0.2024, -0.5493], [3.1988, 1.1152, -0.1393], [2.7037, 2.0526, -0.9078], [4.8885, 0.2273, -1.9245], [6.3974, 0.4578, -1.7348], [4.6690, -1.1218, -2.6291], [4.3764, 1.3172, -2.8718], [4.4853, -2.1814, 2.4581], [6.0053, -2.1425, 2.6704], [3.8157, -2.1787, 3.8328], [4.1145, -3.4896, 1.7460], [1.3719, 5.8344, -1.3591], [2.3420, 4.3494, -1.0486], [1.5008, 4.5464, -2.5794], [-1.1418, 5.5080, -1.5785], [-0.8173, 4.1968, -2.7393], [-1.7745, 3.8502, -1.3066], [1.1250, 4.5764, 0.8637], [-0.5125, 5.1682, 0.6580], [-0.4285, 3.3621, 2.3212], [-1.4489, 2.9332, 0.9336], [0.3018, -0.1356, 1.4284], [-0.4516, 0.8656, 2.6618], [-1.9962, -0.7707, 2.8072], [-5.2936, -0.7700, 0.1271], [-6.4396, 0.6303, -1.0857], [-6.1870, 0.8969, -2.8108], [-5.6972, -0.6354, -2.0823], [-5.1710, 2.6746, -0.4744], [-3.6071, 3.0341, -1.2255], [-5.0836, 3.0338, -2.2098], [-3.5969, -0.1426, -3.3112], [-4.0495, 1.5066, -3.7602], [-2.5438, 1.2082, -2.8577], [-5.4571, -2.8777, 0.7875], [-4.1263, -3.7471, 1.5404], [-5.6976, -3.6762, 2.3458], [-6.4777, -0.8695, 2.1076], [-6.3759, -1.6869, 3.6721], [-5.5481, -0.1363, 3.4170], [-2.8553, -2.7822, 3.4663], [-3.5033, -1.3905, 4.3475], [-4.3839, -2.9222, 4.3417], [2.0879, 2.9563, 1.3825], [1.5734, 1.9174, 2.7240], [2.6219, -0.1405, 2.9857], [5.3335, -1.5101, -0.0024], [6.8593, -0.3254, -1.1310], [6.8997, 0.4757, -2.7070], [6.5763, 1.4144, -1.2388], [5.1093, -1.9507, -2.0728], [3.6012, -1.3247, -2.7436], [5.1270, -1.1038, -3.6225], [4.5436, 2.3149, -2.4687], [4.9148, 1.2221, -3.8206], [3.3081, 1.2230, -3.0619], [6.2993, -1.2117, 3.1603], [6.3252, -2.9807, 3.2963], [6.5444, -2.2058, 1.7238], [4.0361, -1.2610, 4.3823], [2.7311, -2.2765, 3.7513], [4.1837, -3.0226, 4.4216], [4.5830, -3.5480, 0.7618], [4.4394, -4.3559, 2.3305], [3.0339, -3.5536, 1.6028], [0.9441, -0.4925, -1.6328], [-0.1317, -1.4506, -1.7869], [-0.5706, -2.2436, -0.7091], [-1.6024, -3.1453, -0.8428], [-2.2322, -3.3187, -2.0785], [-1.8098, -2.5503, -3.1636], [-0.7914, -1.6342, -3.0155], [-3.3029, -4.2649, -2.2324], [-4.1590, -5.0260, -2.3555], [1.4604, -0.2664, -2.5716], [1.6477, -0.7293, -0.8375], [-0.0809, -2.1302, 0.2513], [-1.9298, -3.7294, 0.0078], [-2.2966, -2.6788, -4.1226], [-0.4804, -1.0365, -3.8650]], "atomic_forces_ev_per_a": [[-0.17, 0.06, 0.09], [0.02, 0.01, -0.02], [-0.07, -0.08, -0.06], [0.05, 0.10, 0.03], [-0.01, 0.01, -0.01], [0.04, 0.01, -0.04], [0.10, -0.03, -0.01], [-0.05, 0.00, -0.02], [0.06, -0.04, 0.10], [-0.05, -0.03, -0.05], [-0.01, -0.01, -0.05], [0.03, 0.04, -0.05], [-0.16, -0.08, 0.03], [0.17, 0.15, -0.10], [0.06, -0.17, 0.16], [0.00, -0.01, 0.01], [0.03, -0.01, 0.04], [0.00, 0.01, 0.01], [0.09, -0.05, -0.09], [0.01, 0.06, -0.02], [0.03, -0.07, 0.01], [-0.01, 0.03, -0.02], [-0.01, -0.02, -0.01], [-0.03, 0.02, 0.09], [0.09, 0.02, 0.20], [-0.06, -0.01, -0.03], [-0.01, 0.04, -0.05], [-0.01, 0.01, -0.03], [0.18, -0.09, 0.01], [-0.16, 0.05, -0.19], [0.03, -0.06, 0.20], [-0.03, 0.01, 0.01], [-0.02, -0.01, -0.03], [-0.02, -0.02, 0.00], [0.03, 0.03, -0.09], [0.02, 0.02, 0.00], [0.01, 0.03, 0.01], [0.00, -0.01, 0.00], [-0.01, -0.01, -0.02], [0.00, 0.00, 0.00], [-0.01, 0.00, 0.00], [-0.01, 0.01, 0.00], [0.01, 0.00, -0.01], [-0.01, -0.02, 0.00], [0.01, -0.01, 0.01], [0.00, -0.03, -0.01], [0.02, 0.03, -0.01], [-0.02, 0.00, 0.00], [-0.03, -0.01, 0.01], [0.01, 0.01, -0.06], [0.01, -0.03, 0.01], [0.01, 0.00, 0.01], [-0.05, 0.03, -0.04], [0.01, -0.01, 0.02], [0.00, 0.00, 0.01], [0.01, 0.00, 0.00], [-0.01, 0.01, 0.00], [-0.05, -0.02, 0.00], [0.00, 0.00, 0.01], [0.03, -0.08, -0.01], [-0.02, -0.02, -0.03], [-0.13, -0.04, -0.03], [-0.02, 0.02, 0.00], [0.03, 0.02, -0.04], [0.02, 0.00, 0.00], [0.02, 0.01, 0.01], [-0.01, 0.00, -0.01], [-0.01, -0.02, 0.01], [-0.01, 0.01, 0.00], [-0.01, 0.00, 0.00], [0.01, 0.01, 0.00], [-0.01, -0.02, -0.02], [-0.01, 0.01, 0.00], [0.00, 0.00, 0.00], [0.01, 0.00, -0.01], [-0.02, -0.01, 0.01], [0.00, 0.00, 0.01], [0.00, -0.01, 0.00], [0.00, -0.01, 0.00], [0.05, 0.02, 0.01], [0.00, 0.00, 0.00], [-0.01, -0.03, -0.02], [0.03, 0.00, -0.02], [0.08, -0.01, -0.01], [0.00, -0.01, 0.01], [0.00, 0.00, -0.01], [-0.02, 0.01, 0.00], [0.01, -0.01, 0.01], [0.01, 0.01, -0.01], [-0.01, 0.00, 0.00], [-0.01, 0.00, 0.02], [0.00, 0.01, 0.00], [0.01, 0.00, -0.01], [-0.01, 0.32, 0.07], [0.00, 0.11, 0.06], [-0.04, 0.03, 0.03], [0.01, -0.03, 0.06], [-0.18, -0.10, 0.03], [-0.01, 0.07, -0.10], [-0.03, 0.01, -0.05], [0.18, 0.16, 0.07], [-0.03, -0.02, -0.01], [0.03, -0.11, 0.00], [0.01, -0.15, -0.04], [-0.01, -0.01, 0.01], [0.00, 0.00, 0.02], [0.01, 0.02, -0.01], [-0.02, 0.00, -0.01]], "total_charge": -1, "e_tot_ha": -2079.09382, "lumo_energy_ev": [2.491, 2.244], "spin_multiplicity": 3, "s2": 2.015, "homo_lumo_gap_ev": [6.0, 6.8], "fmax_ev_per_a": 0.3}